This record from the Open Molecules 2025 dataset describes C36H25Co2N2O8P as an isolated structure at a distorted geometry. The level of theory is ωB97M-V/def2-TZVPD.

Geometry as XYZ:
```
74
Properties=species:S:1:pos:R:3:lowdin_charge:R:1
O -3.6718 1.9303 1.7929 0.126
C -2.7712 1.3835 1.3154 -0.148
Co -1.4606 0.5284 0.5244 0.085
C 0.1734 1.1622 0.7480 -0.168
O 1.0874 1.7492 1.1568 0.111
C -1.3783 -0.3286 2.0609 -0.201
O -1.4264 -0.7183 3.1582 0.079
C -1.7700 0.1362 -1.2235 -0.230
C -1.8711 1.4794 -0.9897 -0.265
C -2.1943 2.7515 -1.3522 -0.103
C -1.6788 3.4398 -2.5302 -0.230
C -2.3248 4.6216 -2.9683 -0.069
C -1.6234 5.5824 -3.6760 -0.118
C -0.3107 5.3067 -4.0952 -0.129
C 0.2504 4.0425 -3.8727 -0.101
C -0.4587 3.0845 -3.1437 -0.032
Co -0.1757 -0.9546 -0.9188 -0.087
C 1.2520 -0.2044 -1.5195 -0.251
O 2.2146 0.2828 -1.9689 0.052
C -0.5385 -2.0884 -2.1943 -0.262
O -0.8157 -2.7871 -3.0793 0.056
P 0.3987 -2.5206 0.4300 1.019
C 1.5674 -2.1262 1.7719 -0.316
C 1.8525 -3.0338 2.8030 -0.105
C 2.6571 -2.6321 3.8771 -0.096
C 3.2354 -1.3579 3.8774 -0.102
C 3.0733 -0.5149 2.7757 -0.068
C 2.2940 -0.9329 1.6953 -0.086
C -1.0272 -3.3540 1.1961 -0.341
C -1.2104 -3.4598 2.5776 -0.117
C -2.3533 -4.0658 3.1009 -0.088
C -3.3437 -4.5535 2.2402 -0.107
C -3.1876 -4.4207 0.8545 -0.088
C -2.0228 -3.8458 0.3353 -0.092
C 1.3209 -3.9488 -0.2992 -0.301
C 0.9021 -5.2780 -0.1646 -0.082
C 1.6560 -6.3113 -0.7291 -0.101
C 2.8431 -6.0238 -1.4115 -0.114
C 3.2729 -4.6956 -1.5330 -0.091
C 2.5154 -3.6612 -0.9764 -0.077
H -2.5373 -0.4266 -1.7657 0.062
H -2.8981 3.3217 -0.7237 0.107
H -3.3505 4.7986 -2.6378 0.107
H -2.0830 6.5622 -3.8605 0.089
H 0.2784 6.0923 -4.5758 0.079
H 1.2691 3.8215 -4.2185 0.101
H -0.0347 2.0925 -2.9550 0.111
H 1.4364 -4.0442 2.7765 0.107
H 2.8271 -3.3175 4.7104 0.092
H 3.8327 -1.0273 4.7270 0.092
H 3.5517 0.4656 2.7417 0.109
H 2.2760 -0.3477 0.7742 0.074
H -0.4568 -3.0942 3.2671 0.082
H -2.4738 -4.1401 4.1861 0.099
H -4.2430 -5.0266 2.6499 0.091
H -3.9734 -4.7625 0.1741 0.097
H -1.8939 -3.7725 -0.7459 0.095
H -0.0130 -5.5200 0.3711 0.095
H 1.3123 -7.3419 -0.6351 0.092
H 3.4375 -6.8326 -1.8496 0.090
H 4.1984 -4.4624 -2.0635 0.097
H 2.8583 -2.6292 -1.0745 0.105
C -0.5083 4.2609 -0.2960 -0.022
C -1.3134 5.3767 0.1187 -0.487
O -2.5480 5.3841 0.2416 -0.036
N -0.6081 6.5548 0.3994 0.169
C 0.7778 6.7340 0.4311 -0.519
O 1.3130 7.7667 0.7770 0.009
N 1.4727 5.5936 0.0256 0.175
C 0.9203 4.4020 -0.4525 -0.474
O 1.6733 3.5476 -0.9478 -0.013
H -0.7818 3.2706 0.1095 0.081
H -1.1488 7.3543 0.6984 0.138
H 2.4788 5.6827 -0.0230 0.142
```

Calculated values
* net charge: -2
* E_HOMO: -0.89 eV
* multiplicity: 1


This record from the Open Molecules 2025 dataset describes C36H26BrIMnN6O2S as an isolated structure at a distorted geometry. The level of theory is ωB97M-V/def2-TZVPD.

Geometry as XYZ:
```
74
Properties=species:S:1:pos:R:3:mulliken_spin:R:1
Mn 0.7556 -0.0163 -0.1695 3.683
N -1.4283 -3.1755 1.5370 0.005
C -1.0273 -3.7043 2.7777 -0.004
C -1.5764 -4.8960 3.2252 0.001
C -1.1805 -5.4275 4.4438 -0.001
C -0.2225 -4.7780 5.2014 0.001
C 0.3482 -3.5955 4.7478 -0.002
C -0.0641 -3.0529 3.5442 0.006
S 0.6360 -1.5098 2.9784 0.009
N 0.1459 -1.4463 1.3387 0.011
C -0.7659 -2.2238 0.8573 0.045
C -1.1315 -2.0217 -0.6384 -0.052
C -1.6467 -3.2551 -1.3056 0.014
C -1.1215 -3.6932 -2.4668 -0.006
C -0.0686 -2.9770 -3.0844 0.028
C 0.3914 -1.8420 -2.4762 -0.002
N -0.0346 -1.3730 -1.2911 -0.015
H -2.1176 -3.7152 1.0342 -0.002
H -2.3160 -5.4062 2.6259 0.000
H -1.6169 -6.3511 4.7894 0.000
H 0.0838 -5.1879 6.1497 0.000
H 1.1026 -3.0846 5.3266 0.000
H -2.5271 -3.7094 -0.8751 -0.001
H -1.5071 -4.5813 -2.9430 -0.001
H 0.3583 -3.3086 -4.0150 0.002
H 1.1807 -1.2545 -2.9332 -0.002
C -0.9396 5.9602 -0.5503 0.181
C -1.2569 5.3108 -1.7411 -0.081
C -0.7294 4.0721 -2.0095 0.166
C 0.1419 3.4425 -1.0857 0.004
C 0.3834 4.0761 0.1552 0.156
C -0.1357 5.3306 0.3921 -0.071
N 0.7497 2.3460 -1.5784 0.344
N 1.6069 1.5800 -0.9171 -0.065
C 3.4363 0.0166 -1.2173 -0.042
C 4.7364 -0.3630 -1.5131 -0.014
C 5.2085 -1.5850 -1.0630 0.026
C 4.3740 -2.4180 -0.3389 -0.023
C 3.0707 -2.0349 -0.0573 0.056
C 2.5665 -0.8096 -0.4866 -0.293
H -1.3144 6.9524 -0.3575 0.008
H -1.9029 5.7889 -2.4619 -0.001
H -0.9296 3.5695 -2.9439 0.001
H 1.0020 3.6100 0.9092 0.006
H 0.0978 5.8346 1.3194 -0.001
H 5.3755 0.2912 -2.0868 -0.001
H 6.2221 -1.8831 -1.2803 0.000
H 4.7359 -3.3733 0.0104 -0.001
H 2.4399 -2.7153 0.4990 -0.001
I -7.8665 3.1076 -0.6694 0.000
C -6.0179 2.1169 -0.5065 0.001
C -5.9353 0.7707 -0.8387 0.000
C -4.7162 0.1301 -0.7629 0.000
C -3.5753 0.8297 -0.3569 -0.007
C -3.6760 2.1770 -0.0055 0.009
C -4.8965 2.8163 -0.0781 0.002
C -2.2655 0.1590 -0.3053 0.018
O -2.3467 -1.1342 -0.5726 -0.004
O -1.2217 0.7433 -0.0379 0.043
H -6.8120 0.2280 -1.1605 0.000
H -4.6332 -0.9135 -1.0256 0.000
H -2.7938 2.7064 0.3220 -0.006
H -4.9812 3.8566 0.1917 0.000
Br 4.1967 3.3430 -3.2786 -0.001
C 3.7411 2.5048 -1.6339 -0.048
C 4.2338 2.9833 -0.4712 0.006
C 3.8994 2.4810 0.8130 -0.029
C 2.7918 1.7537 1.1581 0.010
N 1.6986 1.4748 0.4280 -0.137
C 2.8468 1.3177 -1.7242 0.079
H 4.9660 3.7799 -0.5046 -0.002
H 4.5781 2.7283 1.6151 -0.002
H 2.6948 1.4288 2.1881 -0.005
H 2.5028 1.2016 -2.7582 -0.001
```

Calculated values
* net charge: +1
* energy above the lowest of the compared OMol25 structures with the same formula, charge and spin: 121.99 kcal/mol
* E_HOMO (alpha / beta): -10.13 / -10.17 eV
* <S²>: 6.343
* multiplicity: 5


This record from the Open Molecules 2025 dataset describes C36H28FeN7O3 as an isolated structure. The level of theory is ωB97M-V/def2-TZVPD.

Geometry as XYZ:
```
75
Properties=species:S:1:pos:R:3:mulliken_spin:R:1
Fe 0.4083 -0.3451 -0.8762 3.917
O 4.0841 0.8629 -2.6945 0.014
C 3.0532 0.8122 -2.0237 0.034
N 2.4634 -0.2458 -1.4569 0.064
C 3.1736 -1.4446 -1.3016 0.001
C 4.5661 -1.5333 -1.2834 0.002
C 5.1944 -2.7554 -1.1223 0.000
C 4.4326 -3.9075 -0.9984 0.003
C 3.0499 -3.8282 -0.9746 0.000
C 2.4009 -2.5920 -1.0809 0.017
N 1.0115 -2.3852 -1.0408 0.065
C 0.1959 -3.3732 -0.6484 -0.016
O 0.4824 -4.4506 -0.1221 0.023
C -1.2765 -3.1542 -0.9229 0.006
C -2.1038 -4.2671 -0.7963 0.001
C -3.4507 -4.1483 -1.0647 -0.001
C -3.9335 -2.9053 -1.4428 0.003
C -3.0426 -1.8534 -1.5267 0.007
N -1.7311 -1.9526 -1.2791 0.022
C 2.3707 2.1284 -1.7382 -0.009
C 3.1366 3.2832 -1.8703 -0.001
C 2.5743 4.5048 -1.5615 0.000
C 1.2492 4.5314 -1.1518 0.004
C 0.5653 3.3355 -1.0574 0.007
N 1.1063 2.1410 -1.3218 0.034
H 5.1505 -0.6352 -1.4136 0.000
H 6.2759 -2.8090 -1.1063 0.000
H 4.9143 -4.8728 -0.9032 0.000
H 2.4607 -4.7204 -0.8559 0.000
H -1.6473 -5.1949 -0.4865 0.001
H -4.1113 -5.0021 -0.9843 0.000
H -4.9787 -2.7445 -1.6697 0.000
H -3.4155 -0.8822 -1.8101 0.001
H 4.1522 3.1737 -2.2211 0.000
H 3.1490 5.4184 -1.6459 0.000
H 0.7504 5.4580 -0.9022 0.000
H -0.4707 3.3477 -0.7486 -0.001
N -5.0817 4.4742 -0.3233 0.000
C -4.8807 3.5773 -1.3214 -0.001
O -5.6329 3.4518 -2.2634 0.000
C -3.6502 2.7151 -1.1976 -0.001
C -3.0633 2.3796 0.0143 -0.002
C -1.9575 1.5452 0.0111 0.013
N -1.4225 1.0544 -1.1077 -0.018
C -1.9826 1.3906 -2.2702 0.006
C -3.0976 2.2027 -2.3614 -0.004
H -5.8738 5.0895 -0.3986 0.000
H -4.3840 4.6708 0.3699 0.000
H -3.4569 2.7318 0.9588 0.001
H -1.4795 1.2595 0.9396 0.005
H -1.5041 1.0005 -3.1607 -0.002
H -3.5485 2.4337 -3.3164 0.000
C -1.4540 -3.4091 3.3463 0.082
C -0.1470 -3.0398 3.6416 -0.042
C 0.4530 -1.9964 2.9632 0.097
C -0.2459 -1.3237 1.9535 -0.052
C -1.5643 -1.6877 1.6727 0.088
C -2.1632 -2.7214 2.3705 -0.042
N 0.3901 -0.3223 1.2148 0.515
C 1.0254 0.6811 1.9400 -0.034
C 0.4395 1.2078 3.1027 0.105
C 1.0159 2.2928 3.7379 -0.051
C 2.1941 2.8484 3.2525 0.099
C 2.8056 2.2979 2.1311 -0.051
C 2.2312 1.2243 1.4774 0.075
H -1.9150 -4.2373 3.8678 0.004
H 0.4093 -3.5745 4.4000 0.001
H 1.4801 -1.7193 3.1644 0.001
H -2.1110 -1.1399 0.9168 0.006
H -3.1850 -2.9967 2.1427 -0.001
H -0.4810 0.7742 3.4751 0.003
H 0.5455 2.7069 4.6207 0.000
H 2.6396 3.6984 3.7525 0.006
H 3.7403 2.7044 1.7669 -0.002
H 2.7026 0.7609 0.6208 -0.002
```

Calculated values
* net charge: 0
* E_HOMO (alpha / beta): -6.67 / -6.69 eV
* <S²>: 8.787
* multiplicity: 6